(1)
C34H52As2N8O9Ti | wB97M-V/def2-TZVPD

Charge: +3
HOMO energy (spin up / spin down) (eV): -15.36 / -15.49
LUMO (spin up / spin down) (eV): -8.099 / -8.125
Multiplicity: 2

Element x y z (Å)
Ti  -0.13506  -0.12176  -0.06041
C  0.23981  -0.68270  5.05411
N  0.37022  0.55692  4.28788
C  0.76738  1.73152  5.06908
C  0.93162  2.81731  4.01832
N  0.84367  2.07484  2.76233
C  0.68301  2.90416  1.59411
C  0.37313  0.81348  2.96662
N  0.00878  -0.00820  1.97362
C  -0.46772  -1.34496  2.37473
C  -1.52716  -1.97032  1.46490
N  -1.26191  -1.91033  0.02049
C  -1.93223  -2.82539  -0.68803
N  -1.74282  -3.05473  -2.01448
C  -0.98040  -2.24708  -2.92259
C  -2.77796  -3.91852  -2.57396
C  -3.38694  -4.53086  -1.32603
N  -2.89545  -3.67090  -0.23959
C  -3.20484  -4.19399  1.09368
H  0.77299  -0.54315  5.99217
H  0.69598  -1.52474  4.54715
H  -0.79997  -0.89612  5.30631
H  1.69274  1.51904  5.60706
H  -0.00235  1.97219  5.80200
H  1.88348  3.34514  4.07791
H  0.12990  3.56057  4.06484
H  1.55030  3.55874  1.52302
H  -0.20256  3.53404  1.68482
H  0.62733  2.31246  0.68856
H  -0.94846  -1.30824  3.34683
H  0.37395  -2.03106  2.46139
H  -2.50496  -1.52522  1.67864
H  -1.55891  -3.00141  1.79961
H  -1.44105  -1.26605  -3.07264
H  -0.94621  -2.76038  -3.88104
H  0.03565  -2.13567  -2.55774
H  -2.33548  -4.66309  -3.23288
H  -3.49990  -3.32930  -3.14622
H  -3.05006  -5.55769  -1.16766
H  -4.47493  -4.52453  -1.34086
H  -4.01264  -4.91081  0.97632
H  -3.55939  -3.42663  1.77510
H  -2.36109  -4.73252  1.53081
C  1.66838  0.87489  -3.69741
C  0.47430  1.04025  -2.82096
O  0.28362  0.29533  -1.81299
N  -0.44034  1.92102  -3.13872
C  -1.76091  1.97644  -2.51819
C  -1.90088  2.22099  -1.02311
C  -2.41965  3.44350  -0.63245
C  -2.92880  3.62462  0.64568
C  -2.97502  2.51418  1.47376
C  -2.40160  1.33917  1.03944
N  -1.78130  1.18031  -0.15303
H  2.26314  0.03212  -3.35594
H  2.27971  1.77637  -3.66752
H  1.36210  0.70720  -4.73068
H  -0.28148  2.50802  -3.94396
H  -2.28910  1.04579  -2.73725
H  -2.29549  2.77763  -3.01921
H  -2.47766  4.24858  -1.35325
H  -3.33095  4.57914  0.95820
H  -3.47057  2.55211  2.43404
H  -2.47331  0.46681  1.66696
C  1.20711  -3.63178  0.08503
O  1.66180  -2.30271  0.41422
C  2.52961  -2.24620  1.48416
O  2.73725  -3.20346  2.16772
C  3.09890  -0.88175  1.60459
C  3.88731  -0.50683  2.61799
As  5.23975  0.92235  2.56060
C  4.98893  1.72678  4.33432
C  4.22419  2.21686  1.49078
C  3.43780  1.93559  0.44985
As  2.65426  0.18491  0.03297
C  4.10938  -0.46367  -1.12378
C  3.03838  2.91924  -0.59184
O  2.08730  2.69791  -1.33477
O  3.82584  3.95702  -0.70032
C  3.57518  4.93891  -1.72608
C  4.75041  3.57765  1.82971
O  5.93571  3.75353  1.92364
O  3.79832  4.46331  2.11975
C  4.23414  5.77831  2.54575
C  4.24788  -1.36403  3.79855
O  5.41520  -1.52129  4.05554
O  3.22578  -1.79693  4.51620
C  3.51572  -2.67659  5.63155
H  0.65924  -3.55126  -0.84925
H  0.56719  -4.02559  0.87393
H  2.06141  -4.29498  -0.02894
H  5.27374  0.99350  5.08566
H  3.96636  2.06442  4.49721
H  5.67315  2.56881  4.41592
H  5.02910  -0.44051  -0.54254
H  4.22452  0.18357  -1.99170
H  3.91092  -1.48201  -1.45252
H  3.89276  5.89474  -1.32238
H  2.52102  4.95898  -1.98672
H  4.17999  4.69996  -2.59845
H  4.13300  5.84557  3.62692
H  3.58341  6.50206  2.06416
H  5.26826  5.94828  2.26253
H  2.97633  -3.60402  5.45787
H  3.16292  -2.19661  6.54114
H  4.58203  -2.86714  5.69541


(2)
C34H69NO35 | wB97M-V/def2-TZVPD

Charge: -1
HOMO energy (spin up / spin down) (eV): -0.89 / -4.69
LUMO (spin up / spin down) (eV): 1.417 / 1.417
Multiplicity: 2

Element x y z (Å)
C  -1.51040  17.43497  -26.34037
O  -1.81082  17.08100  -25.01741
C  -1.88146  18.06696  -24.09586
O  -1.67412  19.26203  -24.32906
O  -2.18616  17.49101  -22.92605
C  -2.02459  18.32667  -21.81730
H  -1.84266  16.65093  -27.02080
H  -0.44381  17.65353  -26.39238
H  -2.03356  18.31262  -26.72001
H  -2.27412  17.76233  -20.91877
H  -2.64924  19.21992  -21.81301
H  -0.98818  18.61130  -21.63582
C  3.56279  20.92318  -25.11016
O  4.93177  20.44183  -25.16484
C  5.45699  20.30605  -26.45191
O  4.78135  20.45269  -27.48613
O  6.72372  19.78130  -26.33532
C  7.35135  19.34818  -27.61536
H  2.83126  20.44962  -25.76492
H  3.56538  21.99493  -25.30876
H  3.10838  20.76159  -24.13266
H  6.72323  18.76703  -28.29052
H  8.22327  18.73321  -27.39252
H  7.64104  20.26707  -28.12509
C  -2.21132  22.48553  -25.95546
O  -2.30928  23.91706  -25.95159
C  -3.26928  24.53327  -25.26978
O  -4.01313  24.02406  -24.42396
O  -3.19620  25.95194  -25.40909
C  -2.46739  26.48871  -26.41561
H  -1.47878  22.17496  -26.70047
H  -3.23671  22.17357  -26.15388
H  -1.98501  22.13576  -24.94822
H  -1.45556  26.09574  -26.31628
H  -2.36677  27.56975  -26.31901
H  -2.92945  26.37917  -27.39673
C  -0.42806  18.86250  -17.29208
O  -0.57231  18.25563  -18.47538
C  -0.72302  16.93661  -18.53352
O  -0.93217  16.23555  -17.50848
O  -0.32793  16.49582  -19.74329
C  -0.18191  15.10688  -19.92994
H  -0.49418  19.94031  -17.44057
H  0.54707  18.68494  -16.83854
H  -1.22232  18.63623  -16.58070
H  0.66792  14.68390  -19.39425
H  -0.08806  14.92621  -21.00075
H  -1.11275  14.58432  -19.70954
C  0.05903  25.28094  -23.80548
O  -0.45431  26.47982  -23.28982
C  -0.10526  27.60715  -23.83629
O  0.53702  27.65843  -24.88269
O  -0.80404  28.67622  -23.34947
C  -1.89580  28.56978  -22.47061
H  -0.47686  24.40169  -23.44791
H  1.06833  25.13137  -23.42202
H  0.15444  25.09225  -24.87477
H  -2.25311  29.58410  -22.29287
H  -1.59266  28.04467  -21.56482
H  -2.70814  27.95925  -22.86488
C  4.28263  13.26478  -23.63889
O  5.50654  12.64412  -24.11536
C  6.22374  11.85396  -23.33902
O  5.86932  11.37324  -22.27249
O  7.42032  11.62962  -23.88220
C  8.39516  10.97869  -23.08635
H  3.58343  12.66724  -23.05394
H  3.87159  13.60584  -24.58906
H  4.44528  14.15509  -23.03144
H  9.37876  11.18589  -23.50788
H  8.20345  9.90871  -23.16698
H  8.34267  11.28299  -22.04100
C  2.78971  17.45836  -21.46843
O  1.90152  18.21110  -22.21510
C  1.50635  19.42443  -21.79261
O  1.55118  19.86050  -20.65588
O  1.09467  20.04692  -22.86207
C  0.40647  21.29245  -22.76473
H  2.44988  17.29470  -20.44578
H  3.79061  17.87828  -21.36857
H  3.11151  16.55407  -21.98496
H  1.03964  21.98665  -22.21221
H  -0.47123  21.08680  -22.15200
H  0.18119  21.83384  -23.68356
C  7.90722  24.01788  -21.23821
O  7.68861  22.92529  -22.09898
C  7.16040  21.74778  -21.54747
O  6.84865  21.54337  -20.38651
O  7.08927  20.85244  -22.57602
C  6.53325  19.50821  -22.35286
H  7.57716  23.88129  -20.20841
H  7.42280  24.90294  -21.65066
H  8.99065  24.13007  -21.19713
H  5.59245  19.63931  -21.81826
H  7.04928  18.77333  -21.73498
H  6.39766  18.95988  -23.28509
C  2.62235  16.48404  -17.17471
O  3.96319  16.80409  -16.94509
C  4.54258  16.25686  -15.98085
O  4.09533  15.38027  -15.19549
O  5.72171  16.90653  -15.88987
C  6.59755  16.40393  -14.85875
H  2.07465  16.28802  -16.25291
H  2.59340  15.63846  -17.86192
H  2.24798  17.36733  -17.69216
H  6.25922  16.45361  -13.82378
H  7.50816  17.00237  -14.83079
H  7.00140  15.40427  -15.01897
C  3.29307  27.25570  -21.03158
O  3.11953  26.19262  -19.98928
C  2.82819  24.90618  -20.41030
O  2.84595  24.44825  -21.57676
O  2.66552  24.15271  -19.30901
C  2.18467  22.78949  -19.51291
H  4.01178  26.96405  -21.79740
H  3.64286  28.13758  -20.49490
H  2.36845  27.46416  -21.56984
H  2.71065  22.22343  -20.28169
H  1.13796  22.69385  -19.80162
H  2.25714  22.21589  -18.58888
C  5.20105  19.17086  -18.53306
O  6.36513  18.73074  -19.25594
C  7.44424  18.39316  -18.75401
O  7.74580  18.31425  -17.52581
O  8.20239  18.08943  -19.75789
C  9.49342  17.52503  -19.52381
H  5.11304  20.24058  -18.72295
H  5.19837  18.90901  -17.47498
H  4.30663  18.70779  -18.94980
H  9.51026  16.71778  -18.79157
H  10.25288  18.26574  -19.27346
H  9.82610  17.03282  -20.43767
C  -3.79133  23.92589  -21.11681
N  -2.71402  22.89462  -21.19254
O  -3.07588  21.73671  -20.90971
O  -1.66185  23.23097  -21.69613
H  -4.69276  23.42783  -20.75980
H  -4.00310  24.49854  -22.01976
H  -3.55417  24.52860  -20.24011


- What is the formula in the first record?
  C34H52As2N8O9Ti


- Among the records above, which one has the lowest charge?
  C34H69NO35


- What is the formula in the first record?
  C34H52As2N8O9Ti